Formula: C3H10N
Source: the Open Molecules 2025 dataset
Level of theory: ωB97M-V/def2-TZVPD

Computed properties:
* M: 60.12 Da
* gap between HOMO and LUMO: 9.8 eV
* total charge: +1
* E_tot: -174.76125 hartree
* F_max: 1.7 eV/A
* HOMO: -13.96 eV
* relative energy (zero: lowest compared OMol25 entry of this formula, charge and spin): 132.1 kJ/mol

XYZ file:
```
14
Properties=species:S:1:pos:R:3:mulliken_charge:R:1
N 0.83489 -1.96027 -0.31787 -0.486
H -0.07928 -1.63336 0.00896 0.343
H 1.48940 -1.21466 -0.12417 0.333
H 1.24295 -2.77262 0.14423 0.401
H 0.75933 -2.24360 -1.30053 0.372
C -1.57743 0.79292 0.26193 -1.056
C -0.15667 0.93516 -0.22942 -0.248
C 0.85398 1.50942 0.38578 -0.771
H -2.09932 0.02786 -0.32323 0.313
H -1.60086 0.48501 1.28312 0.354
H -2.17654 1.68447 0.12048 0.335
H -0.04995 0.59353 -1.25561 0.544
H 1.82603 1.79858 -0.00491 0.320
H 0.73347 1.99755 1.35122 0.247
```